No. 1
7
Properties=species:S:1:pos:R:3:mulliken_charge:R:1 method="wB97M-V/def2-TZVPD" e_homo_ev=-10.058 max_force_ev_per_a=3.1 mol_weight_g_mol=64.1 homo_lumo_gap_ev=10.57 relative_energy_kj_mol=42.62 smiles="C=O.S"
S 1.80152 0.03517 0.41745 -0.307
O -2.33364 0.35370 -0.03045 -0.413
C -1.49792 -0.40997 -0.52471 -0.132
H 2.97762 0.36758 1.04536 0.162
H -1.37346 -1.40373 -0.14730 0.258
H 1.21172 1.18181 0.53677 0.160
H -0.78585 -0.12458 -1.29712 0.273


No. 2
7
Properties=species:S:1:pos:R:3:mulliken_charge:R:1 method="wB97M-V/def2-TZVPD" e_homo_ev=-9.928 max_force_ev_per_a=0.9 mol_weight_g_mol=64.1 homo_lumo_gap_ev=10.45 relative_energy_kj_mol=34.31 smiles="C=O.S"
S 1.22135 1.38313 2.37936 -0.280
O -0.87192 -0.18629 -2.26153 -0.374
C -0.66393 -0.99765 -1.39844 -0.080
H 0.23872 -1.62854 -1.40784 0.229
H -1.32112 -1.02949 -0.51445 0.225
H -0.08423 1.53753 2.07770 0.143
H 1.48114 0.92130 1.12520 0.137


No. 3
9
Properties=species:S:1:pos:R:3:mulliken_charge:R:1 method="wB97M-V/def2-TZVPD" e_homo_ev=-9.321 max_force_ev_per_a=3.2 mol_weight_g_mol=128.2 homo_lumo_gap_ev=8.67 relative_energy_kj_mol=145.44 smiles="CS[S@H](=O)=S"
S -2.00296 1.79625 0.29893 -0.246
S -0.90275 0.70612 -0.86163 0.402
S -0.42013 -1.29609 -0.04861 -0.027
O 0.22450 1.32534 -1.46981 -0.476
C 1.01063 -0.78234 0.87075 -0.722
H -1.76981 0.14620 -1.90077 0.222
H 0.64505 0.13240 1.35705 0.266
H 1.33002 -1.52911 1.61963 0.318
H 1.88544 -0.49877 0.13446 0.264


No. 4
7
Properties=species:S:1:pos:R:3:mulliken_charge:R:1 method="wB97M-V/def2-TZVPD" e_homo_ev=-7.757 max_force_ev_per_a=4.1 mol_weight_g_mol=78.0 homo_lumo_gap_ev=7.11 relative_energy_kj_mol=405.22 smiles="P=C=[PH3]"
P -0.88818 0.91562 0.10420 -0.161
P 2.29478 0.40631 -0.09476 -0.149
C 0.67113 0.68794 0.02952 0.082
H -2.13317 0.37055 -0.66088 0.069
H -1.44612 2.08749 -0.25449 0.064
H 2.57749 -0.54098 -1.19233 0.003
H -1.37108 1.61733 1.29548 0.093


No. 5
8
Properties=species:S:1:pos:R:3:mulliken_charge:R:1 method="wB97M-V/def2-TZVPD" e_homo_ev=-8.613 max_force_ev_per_a=2.5 mol_weight_g_mol=110.1 homo_lumo_gap_ev=7.81 relative_energy_kj_mol=82.21
S 2.07965 -1.27263 -0.11445 -0.329
P 0.71930 2.07309 -0.02991 -0.124
P 0.65691 0.08927 0.01515 0.373
C -1.09171 -0.59016 -0.08208 -0.863
H 2.18303 2.13769 0.28510 0.057
H -1.40843 -0.90554 1.01234 0.266
H -1.16548 -1.55094 -0.61771 0.301
H -1.97326 0.01922 -0.46843 0.319


No. 6
7
Properties=species:S:1:pos:R:3:mulliken_charge:R:1 method="wB97M-V/def2-TZVPD" e_homo_ev=-9.741 max_force_ev_per_a=2.7 mol_weight_g_mol=76.2 homo_lumo_gap_ev=9.65 relative_energy_kj_mol=346.91
S 2.44609 0.23602 -1.48065 -0.062
Si -0.89314 -0.33060 0.32305 0.347
C 1.37133 0.76262 -0.52152 -0.074
H 0.61071 -0.57714 0.66284 -0.007
H -1.00779 0.90473 1.19471 -0.067
H -1.83276 -1.42850 0.74731 -0.125
H -0.69444 0.43287 -0.92573 -0.012